(1)
The following is a quantum chemistry calculation of the ion C4H6NO with charge +1 at a distorted geometry, from the OMol25 dataset.

Geometry (Å):
C (-0.24, -0.92, -0.06)
C (-1.30, -0.14, -0.04)
C (1.20, -0.57, 0.08)
C (-2.19, 0.89, -0.02)
N (1.51, 0.84, 0.17)
O (-2.85, -0.23, 0.04)
H (-0.40, -1.97, -0.14)
H (1.62, -0.95, 0.91)
H (1.74, -1.22, -0.71)
H (-2.68, 1.90, 0.06)
H (1.09, 1.40, -0.58)
H (2.49, 0.98, 0.28)

Its net charge is +1. The energy relative to the best compared isomer or geometry (same formula, charge and spin) comes out at 97.4 kcal per mole. The molar mass comes out at 84.10 g mol⁻¹. As for the multiplicity: 1.

Charge distribution, natural (NBO) scheme, values in e: -0.063 0.167 -0.258 0.447 -0.823 -0.281 0.276 0.254 0.224 0.294 0.368 0.396

---

(2)
The following is a quantum chemistry calculation of the ion C4H6NO2 with charge +1 at a distorted geometry, from the OMol25 dataset.

Geometry (Å):
C (0.64, 0.34, -0.68)
C (-0.85, -1.03, 0.42)
C (0.78, -0.99, -1.33)
C (-0.49, 1.29, 1.19)
N (-0.18, 0.24, 0.26)
O (-1.52, -1.37, 1.26)
O (-0.21, -1.82, -0.79)
H (1.25, 1.10, -1.04)
H (0.80, -1.02, -2.41)
H (1.68, -1.47, -1.03)
H (-1.55, 1.53, 0.97)
H (0.22, 2.23, 1.00)
H (-0.57, 0.97, 2.18)

Its net charge is +1. The energy relative to the best compared isomer or geometry (same formula, charge and spin) comes out at 30.4 kcal per mole. The structure (SMILES) is C[N+]1=CCOC1=O. The molar mass comes out at 100.10 g mol⁻¹. As for the multiplicity: 1.

Charge distribution, natural (NBO) scheme, values in e: 0.306 0.914 -0.169 -0.440 -0.316 -0.385 -0.474 0.261 0.263 0.263 0.254 0.259 0.263

---

(3)
The following is a quantum chemistry calculation of a cluster of 2 separate species, C4H6NO3 in total at a distorted geometry, from the OMol25 dataset.

Geometry (Å):
O (-1.01, -2.00, -1.19)
C (0.22, -1.64, -1.01)
O (1.30, -2.35, -0.94)
C (0.18, -0.50, 0.24)
C (0.52, -0.09, -1.14)
C (-0.68, 1.96, 1.09)
N (-0.69, 1.56, 2.35)
O (0.19, 2.72, 0.46)
H (0.98, -0.73, 0.94)
H (-0.80, -0.48, 0.69)
H (-0.24, 0.47, -1.81)
H (1.49, 0.48, -1.27)
H (-1.53, 1.58, 0.51)
H (-0.31, 2.41, 2.84)

Its expectation value of S² is 0.7828. Its net charge is 0. The energy relative to the best compared isomer or geometry (same formula, charge and spin) comes out at 126.9 kcal per mole. The molar mass comes out at 116.10 g mol⁻¹. As for the multiplicity: 2.

Charge distribution, natural (NBO) scheme, values in e: -0.555 0.596 -0.543 -0.170 -0.386 0.371 -0.391 -0.471 0.255 0.252 0.269 0.274 0.147 0.353

---

(4)
The following is a quantum chemistry calculation of a cluster of 4 separate species, C4H6NO6 in total at a distorted geometry, from the OMol25 dataset.

Geometry (Å):
H (-1.24, -2.73, 1.18)
O (-1.12, -1.84, 1.68)
O (0.50, -2.26, -0.09)
C (1.33, -1.35, 0.47)
C (2.46, -1.11, -0.59)
C (0.37, -0.01, 0.86)
O (0.11, 0.93, -0.05)
N (-0.11, 2.59, 0.81)
O (-0.39, 2.65, 1.98)
O (0.07, 3.32, -0.13)
C (-1.90, -1.69, -2.39)
O (-1.35, -2.59, -2.90)
H (2.13, -0.35, -1.34)
H (3.52, -0.94, -0.38)
H (2.41, -2.01, -1.20)
H (-0.49, -0.58, 1.37)
H (1.03, 0.42, 1.62)

Its expectation value of S² is 0.8102. Its net charge is 0. The energy relative to the best compared isomer or geometry (same formula, charge and spin) comes out at 154.7 kcal per mole. The molar mass comes out at 164.09 g mol⁻¹. As for the multiplicity: 2.

Charge distribution, natural (NBO) scheme, values in e: 0.467 -0.577 -0.508 0.529 -0.725 -0.131 -0.458 0.692 -0.227 -0.224 0.522 -0.520 0.257 0.229 0.244 0.254 0.176

---

(5)
The following is a quantum chemistry calculation of an isolated molecule of C4H6NP at a distorted geometry, from the OMol25 dataset.

Geometry (Å):
C (0.99, -0.56, -0.91)
C (0.81, 0.28, 0.19)
C (0.07, -1.22, -1.70)
C (-0.42, 0.49, 0.75)
N (-0.98, 1.30, 1.67)
P (-1.65, -1.13, -1.63)
H (1.96, -0.65, -1.28)
H (1.78, 0.68, 0.68)
H (0.54, -1.80, -2.48)
H (-0.35, 2.00, 2.13)
H (-1.63, 0.84, 2.36)
H (-1.12, -0.23, 0.21)

Its net charge is 0. The energy relative to the best compared isomer or geometry (same formula, charge and spin) comes out at 63.7 kcal per mole. The molar mass comes out at 99.07 g mol⁻¹. As for the multiplicity: 1.

Charge distribution, natural (NBO) scheme, values in e: -0.179 -0.333 -0.667 0.073 -0.779 0.299 0.199 0.208 0.230 0.385 0.397 0.165

---

(6)
The following is a quantum chemistry calculation of an isolated molecule of C4H6NP at a distorted geometry, from the OMol25 dataset.

Geometry (Å):
C (0.48, -1.56, 1.42)
C (-0.30, -1.09, 0.46)
C (-0.69, -0.51, -0.79)
C (0.14, 0.89, -0.85)
N (0.82, 1.15, 0.48)
P (-0.12, 0.18, 1.86)
H (0.75, -2.43, 1.97)
H (-0.45, -0.97, -1.76)
H (-1.66, -0.13, -0.79)
H (0.83, 0.71, -1.57)
H (-0.50, 1.63, -1.07)
H (0.70, 2.13, 0.64)

Its expectation value of S² is 2.0106. Its net charge is 0. The energy relative to the best compared isomer or geometry (same formula, charge and spin) comes out at 49.1 kcal per mole. The molar mass comes out at 99.07 g mol⁻¹. As for the multiplicity: 3.

Charge distribution, Mulliken scheme, values in e: -0.748 0.138 -0.224 -0.576 -0.506 0.018 0.324 0.332 0.263 0.335 0.341 0.302

---

(7)
The following is a quantum chemistry calculation of a structure of composition C4H6NaO at a distorted geometry, from the OMol25 dataset.

Geometry (Å):
O (1.39, 0.31, 0.89)
C (0.40, -0.42, -1.96)
C (-0.41, -1.35, -1.33)
H (-0.20, 0.12, -2.73)
H (0.07, -2.14, -0.73)
H (-1.51, -1.37, -1.47)
Na (2.66, 0.23, -0.98)
C (0.06, 0.20, 1.40)
C (-0.72, 1.31, 1.50)
H (-0.04, -0.60, 2.15)
H (-0.51, 2.15, 0.83)
H (-1.19, 1.56, 2.45)

For the electronic energy, the calculation gives -10705.694 eV. Its net charge is -1. The molar mass comes out at 93.08 g mol⁻¹. As for the multiplicity: 1.

Charge distribution, natural (NBO) scheme, values in e: -0.988 -0.686 -0.566 0.102 0.154 0.142 0.837 0.216 -0.667 0.114 0.174 0.170

---

(8)
The following is a quantum chemistry calculation of a structure of composition C4H6NaO at a distorted geometry, from the OMol25 dataset.

Geometry (Å):
C (-0.82, -1.57, -0.20)
C (-0.65, -0.83, 0.94)
C (0.07, 0.46, 0.91)
C (0.71, 0.74, -0.41)
O (0.77, 1.86, -0.89)
Na (1.65, 3.15, -2.43)
H (-1.38, -1.13, -1.03)
H (-0.98, -2.64, -0.08)
H (-0.59, -1.36, 1.89)
H (-0.52, 1.32, 1.26)
H (1.28, 0.31, 1.13)
H (0.46, -0.30, -1.09)

Its net charge is +1. The energy relative to the best compared isomer or geometry (same formula, charge and spin) comes out at 62.7 kcal per mole. The molar mass comes out at 93.08 g mol⁻¹. As for the multiplicity: 1.

Charge distribution, natural (NBO) scheme, values in e: -0.416 -0.145 -0.534 0.425 -0.716 0.992 0.220 0.228 0.218 0.279 0.269 0.181

---

(9)
The following is a quantum chemistry calculation of an isolated molecule of C4H6O, from the OMol25 dataset.

Geometry (Å):
C (0.45, 0.56, 1.73)
O (0.01, -0.22, 0.65)
C (-0.14, 0.40, -0.60)
C (-0.41, -0.72, -1.51)
C (-0.61, -1.72, -2.14)
H (1.43, 1.03, 1.55)
H (0.55, -0.13, 2.57)
H (-0.28, 1.34, 2.02)
H (-0.98, 1.12, -0.63)
H (0.75, 0.95, -0.93)
H (-0.77, -2.61, -2.71)

Its net charge is 0. The energy relative to the best compared isomer or geometry (same formula, charge and spin) comes out at 46.0 kcal per mole. The structure (SMILES) is C#CCOC. The molar mass comes out at 70.09 g mol⁻¹. As for the multiplicity: 1.

Charge distribution, natural (NBO) scheme, values in e: -0.246 -0.527 -0.133 -0.027 -0.215 0.165 0.198 0.165 0.192 0.192 0.234

---

(10)
The following is a quantum chemistry calculation of an isolated molecule of C4H6O, from the OMol25 dataset.

Geometry (Å):
O (2.60, 0.27, 0.16)
C (1.44, -0.04, 0.00)
C (0.41, -0.52, 0.82)
C (-0.67, 0.73, -0.63)
C (-0.93, -0.48, 0.16)
H (0.94, 0.08, -1.06)
H (0.55, -0.78, 1.87)
H (-0.64, 1.68, -0.10)
H (-0.79, 0.79, -1.71)
H (-1.69, -0.28, 0.93)
H (-1.24, -1.36, -0.41)

Its net charge is 0. The energy relative to the best compared isomer or geometry (same formula, charge and spin) comes out at 74.6 kcal per mole. The molar mass comes out at 70.09 g mol⁻¹. As for the multiplicity: 1.

Charge distribution, natural (NBO) scheme, values in e: -0.575 0.329 -0.284 -0.212 -0.521 0.126 0.216 0.218 0.211 0.267 0.226

---

(11)
The following is a quantum chemistry calculation of a cluster of 2 separate species, C4H6O in total at a distorted geometry, from the OMol25 dataset.

Geometry (Å):
C (1.09, -0.96, -0.79)
C (-0.05, -0.69, -0.35)
C (0.00, -2.14, -0.63)
C (-0.71, 1.76, 0.47)
O (-1.48, 0.78, -0.11)
H (2.13, -0.76, -1.11)
H (-0.34, -2.53, -1.60)
H (0.15, -2.77, 0.26)
H (-1.58, 2.54, 0.89)
H (-0.15, 2.52, -0.24)
H (-0.17, 1.42, 1.40)

Its net charge is 0. The energy relative to the best compared isomer or geometry (same formula, charge and spin) comes out at 147.3 kcal per mole. The molar mass comes out at 70.09 g mol⁻¹. As for the multiplicity: 1.

Charge distribution, natural (NBO) scheme, values in e: -0.261 0.253 -0.386 -0.263 -0.511 0.253 0.206 0.201 0.171 0.162 0.175

---

(12)
The following is a quantum chemistry calculation of an isolated molecule of C4H6O at a distorted geometry, from the OMol25 dataset.

Geometry (Å):
O (0.19, 2.08, -1.24)
C (-0.46, 0.90, -0.83)
C (0.55, -0.10, -0.34)
C (0.26, -0.75, 0.74)
C (-0.24, -1.68, 1.48)
H (0.73, 2.37, -0.49)
H (-1.17, 1.08, -0.01)
H (-1.02, 0.51, -1.68)
H (-0.05, -2.42, 0.70)
H (1.46, -0.29, -0.90)
H (-0.27, -1.71, 2.57)

Its net charge is 0. The energy relative to the best compared isomer or geometry (same formula, charge and spin) comes out at 54.6 kcal per mole. The structure (SMILES) is C=C=CCO. The molar mass comes out at 70.09 g mol⁻¹. As for the multiplicity: 1.

Charge distribution, natural (NBO) scheme, values in e: -0.706 -0.071 -0.364 0.134 -0.548 0.464 0.169 0.182 0.267 0.236 0.239

---

(13)
The following is a quantum chemistry calculation of an isolated molecule of C4H6O at a distorted geometry, from the OMol25 dataset.

Geometry (Å):
O (-0.59, 0.68, 1.61)
C (0.30, 1.10, 0.61)
C (0.81, -0.10, -0.16)
C (-0.30, -0.90, -0.68)
C (-1.13, -1.57, -1.23)
H (-1.19, 0.04, 1.18)
H (-0.16, 1.84, -0.07)
H (1.19, 1.56, 1.05)
H (1.44, 0.23, -1.00)
H (1.41, -0.73, 0.50)
H (-1.77, -2.18, -1.82)

Its net charge is 0. The energy relative to the best compared isomer or geometry (same formula, charge and spin) comes out at 31.8 kcal per mole. The structure (SMILES) is C#CCCO. The molar mass comes out at 70.09 g mol⁻¹. As for the multiplicity: 1.

Charge distribution, natural (NBO) scheme, values in e: -0.711 -0.046 -0.507 -0.041 -0.227 0.474 0.161 0.181 0.239 0.238 0.238

---

(14)
The following is a quantum chemistry calculation of a cluster of 2 separate species, C4H6O in total, from the OMol25 dataset.

Geometry (Å):
C (-0.33, -1.00, 0.39)
O (-1.36, -0.19, 0.33)
C (-0.84, 1.12, -0.03)
C (0.65, 0.93, 0.00)
C (0.93, -0.37, 0.27)
H (-0.55, -2.05, 0.57)
H (1.08, -2.08, -0.92)
H (-1.19, 1.82, 0.74)
H (-1.30, 1.39, -0.99)
H (1.35, 1.75, -0.09)
H (1.56, -1.33, -0.27)

Its net charge is 0. The energy relative to the best compared isomer or geometry (same formula, charge and spin) comes out at 114.8 kcal per mole. The molar mass comes out at 70.09 g mol⁻¹. As for the multiplicity: 1.

Charge distribution, natural (NBO) scheme, values in e: 0.311 -0.430 -0.114 -0.268 -0.340 0.225 -0.206 0.212 0.205 0.223 0.182

---

(15)
The following is a quantum chemistry calculation of an isolated molecule of C4H6O at a distorted geometry, from the OMol25 dataset.

Geometry (Å):
C (1.31, 1.09, -0.16)
C (0.28, 0.27, 0.52)
C (-0.73, -0.47, -0.32)
C (-1.49, -1.44, 0.15)
H (2.32, 1.26, 0.37)
H (0.77, 2.14, -0.20)
H (1.48, 0.98, -1.24)
H (-0.57, -0.48, -1.40)
H (-1.59, -1.76, 1.23)
H (-2.03, -1.92, -0.67)
O (0.24, 0.33, 1.72)

Its net charge is 0. The energy relative to the best compared isomer or geometry (same formula, charge and spin) comes out at 14.0 kcal per mole. The structure (SMILES) is C=CC(C)=O. The molar mass comes out at 70.09 g mol⁻¹. As for the multiplicity: 1.

Charge distribution, natural (NBO) scheme, values in e: -0.720 0.525 -0.325 -0.291 0.251 0.246 0.221 0.205 0.226 0.201 -0.540

---

(16)
The following is a quantum chemistry calculation of an isolated molecule of C4H6O, from the OMol25 dataset.

Geometry (Å):
C (-0.80, 0.12, 0.95)
O (0.58, -0.11, 1.21)
C (1.22, -0.38, -0.02)
C (0.31, 0.18, -1.08)
C (-0.88, 0.37, -0.53)
H (-1.40, -0.75, 1.26)
H (-1.15, 0.98, 1.53)
H (1.29, -1.48, -0.21)
H (2.25, 0.02, 0.03)
H (0.57, 0.31, -2.13)
H (-1.80, 0.62, -1.04)

Its net charge is 0. The energy relative to the best compared isomer or geometry (same formula, charge and spin) comes out at 9.9 kcal per mole. The structure (SMILES) is C1=CCOC1. The molar mass comes out at 70.09 g mol⁻¹. As for the multiplicity: 1.

Charge distribution, natural (NBO) scheme, values in e: -0.099 -0.519 -0.095 -0.221 -0.216 0.171 0.187 0.165 0.191 0.220 0.216

---

(17)
The following is a quantum chemistry calculation of an isolated molecule of C4H6O at a distorted geometry, from the OMol25 dataset.

Geometry (Å):
C (0.01, -0.08, -1.30)
C (-0.26, -1.23, -1.84)
C (0.01, 0.95, -0.18)
C (0.40, 0.59, 1.25)
O (0.95, 0.83, -1.18)
H (0.44, -1.57, -2.63)
H (-0.96, -1.74, -1.28)
H (-0.74, 1.71, -0.26)
H (0.99, 1.35, 1.72)
H (0.83, -0.44, 1.02)
H (-0.51, 0.45, 1.90)

Its net charge is 0. The energy relative to the best compared isomer or geometry (same formula, charge and spin) comes out at 49.6 kcal per mole. The structure (SMILES) is C=C1O[C@@H]1C. The molar mass comes out at 70.09 g mol⁻¹. As for the multiplicity: 1.

Charge distribution, natural (NBO) scheme, values in e: 0.319 -0.555 0.045 -0.650 -0.457 0.224 0.225 0.175 0.224 0.228 0.222

---

(18)
The following is a quantum chemistry calculation of an isolated molecule of C4H6O2, from the OMol25 dataset.

Geometry (Å):
O (0.47, -1.81, 1.57)
C (-0.42, -1.04, 1.76)
O (-0.61, 0.13, 1.14)
C (0.36, 0.47, 0.16)
C (-0.19, 1.15, -1.05)
C (0.34, -0.26, -1.14)
H (-1.23, -1.18, 2.50)
H (1.30, 0.78, 0.59)
H (-1.26, 1.28, -1.08)
H (0.39, 1.96, -1.49)
H (-0.39, -1.06, -1.24)
H (1.29, -0.44, -1.63)

Its net charge is 0. The energy relative to the best compared isomer or geometry (same formula, charge and spin) comes out at 29.1 kcal per mole. The structure (SMILES) is O=COC1CC1. The molar mass comes out at 86.09 g mol⁻¹. As for the multiplicity: 1.

Charge distribution, natural (NBO) scheme, values in e: -0.572 0.649 -0.497 0.061 -0.434 -0.431 0.120 0.204 0.228 0.221 0.227 0.225

---

(19)
The following is a quantum chemistry calculation of a structure of composition C4H6O2 at a distorted geometry, from the OMol25 dataset.

Geometry (Å):
C (1.23, 0.01, -0.53)
C (-0.39, 0.61, 0.30)
O (-0.37, 1.84, 0.44)
C (0.12, -0.39, 1.18)
C (-1.46, -0.03, -0.60)
O (-1.41, -1.06, -1.23)
H (0.82, -0.56, -1.37)
H (2.07, -0.48, -0.07)
H (1.49, 1.03, -0.85)
H (-0.02, -1.44, 0.99)
H (0.28, -0.12, 2.24)
H (-2.36, 0.60, -0.49)

Its net charge is 0. The energy relative to the best compared isomer or geometry (same formula, charge and spin) comes out at 97.1 kcal per mole. The molar mass comes out at 86.09 g mol⁻¹. As for the multiplicity: 1.

Charge distribution, natural (NBO) scheme, values in e: -0.535 0.279 -0.671 -0.282 0.396 -0.521 0.248 0.229 0.256 0.226 0.238 0.137